1.
25
Properties=species:S:1:pos:R:3:forces:R:3 method="wB97M-V/def2-TZVPD" e_above_lowest_kj_mol=0.00 orbital_gap_ha="0.219 / 0.242" multiplicity=3
C 0.075 0.458 2.331 -0.09 0.96 -2.75
C 1.211 -3.177 -0.159 -1.00 2.36 0.87
C -0.505 3.882 -1.212 -2.23 4.66 8.86
C -0.557 -0.785 1.600 -0.24 0.67 1.32
C 1.290 -1.578 0.063 -0.30 -2.76 1.15
C -0.190 3.260 -2.350 2.36 -2.77 -6.11
N -0.085 -1.148 0.290 -0.53 1.25 -0.13
O -2.221 -0.294 -0.771 -3.82 -3.52 0.28
F -0.224 -0.906 -2.176 -0.51 0.60 0.83
P -0.708 -0.017 -0.848 3.03 -0.22 -1.18
H 1.158 0.374 2.509 -0.58 -0.30 0.75
H 0.044 1.413 1.657 -0.27 -1.71 0.87
H -0.628 0.662 3.124 0.61 0.14 0.87
H 0.728 -3.371 -1.098 -0.02 -0.35 -0.39
H 2.211 -3.440 -0.092 1.94 -1.27 -0.48
H 0.689 -3.708 0.675 0.17 0.80 -0.59
H 0.242 4.453 -0.633 -0.28 -0.66 -0.37
H -2.582 -1.294 -0.675 1.46 3.12 -0.31
H -1.463 3.918 -0.720 -0.38 -0.01 -0.34
H -0.537 -1.659 2.254 0.36 -0.07 0.15
H -1.639 -0.562 1.549 0.42 -0.09 -0.22
H 2.081 -1.520 0.885 -1.47 0.89 -0.62
H 1.601 -1.016 -0.801 0.84 -0.38 -0.41
H -0.810 2.554 -2.826 -0.10 -0.82 -0.55
H 0.820 3.499 -2.574 0.62 -0.52 -1.50

***

2.
18
Properties=species:S:1:pos:R:3:forces:R:3 method="wB97M-V/def2-TZVPD" e_above_lowest_kj_mol=61.18 total_charge=+2 orbital_gap_ha="0.275 / 0.356" multiplicity=2
C 0.570 0.883 0.053 -0.58 0.04 -0.31
C -0.115 1.168 -0.905 0.23 0.63 0.84
H 1.132 0.706 0.955 0.00 -0.07 -0.44
H -0.703 1.755 -1.601 0.30 -0.66 -0.05
H -1.159 -0.274 0.124 0.44 0.28 -0.17
Li 0.538 -3.906 -0.396 0.10 0.05 -0.03
O -2.771 -2.626 1.155 -0.08 0.48 0.05
Mg -3.950 -0.574 1.404 -0.21 0.13 0.08
O -1.908 -0.816 0.502 -0.15 0.19 0.17
C -1.690 -2.115 0.612 -0.25 -0.01 -0.25
O -0.704 -2.704 0.246 0.28 -0.30 -0.06
C -2.899 -4.070 1.326 0.16 -0.93 0.08
C -4.205 -4.333 2.027 -0.14 0.05 0.06
H -2.863 -4.517 0.326 -0.04 0.12 0.19
H -2.035 -4.403 1.913 -0.20 0.09 -0.09
H -5.053 -3.978 1.428 0.17 -0.17 0.12
H -4.308 -5.417 2.165 -0.04 0.28 0.00
H -4.229 -3.852 3.013 0.02 -0.19 -0.19

***

3.
14
Properties=species:S:1:pos:R:3:forces:R:3 method="wB97M-V/def2-TZVPD" e_above_lowest_kj_mol=208.43 orbital_gap_ha=0.377 smiles="C=CC=O.CO"
C -0.789 -0.501 2.112 -0.09 0.00 -0.11
C -1.576 -0.621 1.044 0.06 -0.02 0.17
C -1.706 0.489 0.069 -0.17 -0.03 -0.18
O -2.344 0.403 -0.957 0.25 0.04 0.36
H -0.214 0.408 2.278 -0.10 -0.12 -0.04
H -0.672 -1.299 2.841 -0.05 0.10 -0.12
H -2.150 -1.522 0.832 0.07 0.12 0.04
H -1.172 1.419 0.346 -0.07 -0.10 -0.06
C 1.986 0.399 -1.253 0.27 0.12 -0.33
O 1.239 0.187 -0.071 -0.10 -0.24 0.05
H 1.353 0.398 -2.151 0.07 0.00 0.16
H 2.782 -0.348 -1.380 -0.14 0.12 0.04
H 2.452 1.382 -1.160 -0.05 -0.13 -0.04
H 0.839 -0.690 -0.115 0.05 0.14 0.07

***

4.
79
Properties=species:S:1:pos:R:3:forces:R:3 method="wB97M-V/def2-TZVPD" e_above_lowest_kj_mol=114.70 total_charge=+1 orbital_gap_ha=0.208
W 0.150 -0.719 0.942 0.12 -0.81 0.59
C -0.889 -3.898 3.917 0.09 0.03 0.07
C -0.196 -2.850 3.110 0.42 -0.29 0.35
N -0.774 -2.116 2.233 -0.65 0.12 -0.03
N -2.142 -2.286 2.081 -0.05 -0.09 0.03
C -2.590 -1.277 1.402 -0.01 -0.16 0.24
O -1.789 -0.300 1.064 -0.49 0.03 -0.31
C -3.986 -1.225 0.957 0.01 0.17 0.03
C -4.472 -0.055 0.381 -0.06 0.02 -0.05
C -5.785 -0.002 -0.063 -0.01 -0.01 0.01
C -6.606 -1.116 0.065 0.02 0.01 0.03
C -6.112 -2.289 0.626 -0.05 0.01 0.01
C -4.802 -2.347 1.070 -0.05 -0.08 0.04
C 1.218 -2.548 3.279 -0.38 -0.29 0.20
C 1.965 -3.166 4.271 0.12 -0.15 0.20
C 3.286 -2.816 4.454 -0.09 -0.16 0.13
C 3.818 -1.842 3.630 0.07 0.12 -0.07
C 3.014 -1.281 2.659 0.26 0.03 -0.06
N 1.734 -1.615 2.461 -0.45 0.25 -0.40
H -1.891 -4.050 3.537 -0.05 -0.02 -0.02
H -0.960 -3.593 4.965 0.02 -0.01 -0.05
H -0.335 -4.838 3.875 -0.02 0.04 0.00
H -3.818 0.801 0.286 0.00 0.00 0.00
H -6.171 0.910 -0.504 0.02 -0.04 0.03
H -7.636 -1.069 -0.267 0.04 -0.01 -0.02
H -6.753 -3.157 0.722 0.04 0.05 -0.02
H -4.398 -3.257 1.496 -0.04 0.06 0.00
H 1.488 -3.903 4.904 0.07 0.03 -0.03
H 3.886 -3.287 5.223 -0.05 0.04 -0.02
H 4.839 -1.502 3.738 -0.04 -0.03 -0.05
H 3.443 -0.534 2.012 0.02 0.01 0.05
O 3.117 -2.032 -1.637 0.31 0.03 -0.05
C 2.463 -1.366 -0.732 0.21 0.14 -0.40
O 1.468 -1.843 -0.202 0.28 -0.64 -0.14
C 2.883 -0.028 -0.272 0.25 -0.18 -0.46
C 4.032 0.664 -0.529 0.31 -0.04 -0.24
C 4.239 1.865 0.164 0.15 0.06 -0.09
C 3.331 2.271 1.115 0.05 0.17 0.03
C 2.197 1.490 1.313 -0.20 0.24 0.22
N 1.975 0.419 0.588 -0.11 0.07 0.35
C 1.180 1.638 2.423 -0.32 0.12 -0.13
O 1.267 2.490 3.269 0.15 0.15 -0.01
O 0.281 0.701 2.344 0.15 0.70 0.62
H 2.549 -2.811 -1.843 -0.01 0.09 -0.11
H 4.755 0.269 -1.232 -0.01 0.08 0.06
H 5.133 2.449 -0.016 -0.02 -0.05 -0.03
H 3.481 3.156 1.720 -0.06 -0.06 0.01
C 1.015 6.496 -1.906 0.00 -0.10 0.02
C 0.627 5.045 -1.760 -0.01 0.13 0.02
C 0.896 4.121 -2.763 0.05 -0.02 -0.12
C 0.588 2.773 -2.626 0.07 0.07 -0.02
C 0.895 1.842 -3.779 0.06 0.05 0.21
C -0.021 2.332 -1.436 0.26 -0.04 0.08
Se -0.230 0.419 -1.294 -0.40 0.33 -0.64
C -0.408 3.257 -0.459 0.05 0.14 -0.08
C -1.303 2.940 0.710 -0.03 0.17 -0.09
C -0.040 4.595 -0.632 -0.02 -0.01 0.06
H 1.283 6.733 -2.937 -0.02 -0.02 0.05
H 1.874 6.734 -1.275 -0.03 -0.01 -0.02
H 0.197 7.153 -1.604 0.03 -0.02 -0.02
H 1.365 4.458 -3.684 -0.04 -0.02 0.06
H 1.114 2.416 -4.681 0.01 -0.02 0.07
H 0.051 1.181 -3.981 0.00 0.02 -0.06
H 1.752 1.198 -3.557 -0.04 0.03 -0.02
H -1.471 1.884 0.839 0.01 -0.25 0.05
H -2.280 3.404 0.533 0.06 0.01 0.01
H -0.918 3.358 1.640 0.02 -0.03 0.00
H -0.314 5.307 0.144 -0.01 -0.07 -0.09
S -1.166 -2.755 -0.668 0.20 -0.21 -0.15
C -0.613 -2.593 -2.268 0.16 0.07 0.03
N -1.538 -2.127 -3.159 -0.10 0.02 0.06
C -1.304 -1.930 -4.461 -0.16 0.05 -0.13
C -0.078 -2.239 -4.960 0.12 0.02 -0.20
C 0.853 -2.722 -4.041 0.09 -0.05 0.21
N 0.621 -2.892 -2.750 -0.25 0.02 0.05
H -2.432 -1.881 -2.748 0.02 0.05 0.01
H -2.114 -1.525 -5.052 -0.02 -0.03 0.04
H 0.160 -2.106 -6.005 -0.01 -0.01 0.06
H 1.852 -2.982 -4.379 -0.03 0.02 0.00

***

5.
67
Properties=species:S:1:pos:R:3:forces:R:3 method="wB97M-V/def2-TZVPD" e_above_lowest_kj_mol=384.17 total_charge=-1 orbital_gap_ha="0.176 / 0.179" multiplicity=2
O -0.301 -0.132 0.423 0.29 0.29 0.67
V -0.268 -1.685 0.753 -2.43 1.48 2.73
P -0.846 -3.167 2.592 -6.73 2.80 0.63
O -1.837 -3.692 3.632 3.37 -2.30 0.24
O -0.081 -3.666 1.319 2.18 -1.79 1.28
O -0.495 -1.675 2.856 7.73 1.28 2.66
O -1.934 -2.374 1.772 -4.24 -0.41 -7.21
C -3.426 2.626 -1.334 -0.02 -1.75 0.88
O -2.428 3.618 -1.409 -0.50 0.67 -0.25
C -1.163 3.188 -1.446 0.34 1.30 0.43
O -0.769 2.072 -1.367 0.10 -0.46 -0.57
O -0.404 4.316 -1.520 -0.55 -0.05 -0.13
C 0.958 4.147 -1.870 0.39 -0.66 0.53
H -3.283 1.856 -2.093 -0.05 0.17 -0.18
H -4.452 2.986 -1.336 0.34 0.84 -0.49
H -3.357 2.096 -0.381 0.29 0.00 0.00
H 1.025 3.576 -2.796 0.19 0.19 -0.09
H 1.505 3.615 -1.087 -0.19 -0.20 0.01
H 1.416 5.132 -1.932 -0.30 0.08 -0.32
C -3.731 -3.705 -2.858 -1.27 1.61 -0.77
O -2.596 -3.129 -2.246 0.98 -0.34 -0.31
C -2.667 -1.996 -1.546 -0.40 -0.69 1.84
O -1.718 -1.494 -1.014 -0.27 -0.39 -1.36
O -3.919 -1.614 -1.340 -1.20 -0.30 -0.83
C -4.240 -0.798 -0.215 0.40 1.03 0.11
H -4.095 -2.974 -3.591 0.05 -0.17 -0.27
H -4.596 -3.787 -2.201 0.40 -0.58 0.40
H -3.481 -4.603 -3.412 0.34 -0.15 0.51
H -4.587 0.182 -0.551 0.33 0.05 -0.37
H -3.334 -0.689 0.383 -0.29 -0.16 0.44
H -5.110 -1.178 0.316 0.41 -0.74 0.07
C 2.111 5.098 2.768 0.38 -0.96 -1.06
O 0.727 4.764 2.710 0.01 1.52 1.01
C 0.337 3.639 2.156 0.75 -2.13 -0.88
O 1.071 2.893 1.533 -0.49 0.53 0.18
O -0.933 3.442 2.432 -0.47 0.59 0.30
C -1.624 2.253 2.015 0.61 -1.00 -0.60
H 2.348 5.470 3.759 -0.17 0.29 -0.09
H 2.371 5.756 1.939 -0.25 0.60 0.34
H 2.740 4.234 2.543 -0.25 -0.32 0.37
H -1.254 1.345 2.497 0.01 0.25 0.53
H -1.437 1.989 0.973 -0.04 0.47 -0.13
H -2.676 2.418 2.223 0.08 0.11 0.05
C 2.128 0.357 -2.395 -0.63 0.42 0.89
O 2.346 -0.988 -2.769 0.43 -0.83 -1.46
C 1.701 -1.951 -2.141 -0.21 -0.11 1.44
O 0.953 -1.771 -1.219 -0.09 -0.26 -0.24
O 2.059 -3.138 -2.592 1.09 0.10 -1.64
C 1.617 -4.326 -1.956 -0.72 0.07 0.19
H 1.082 0.586 -2.180 -0.04 -0.29 0.03
H 2.452 0.987 -3.220 0.30 -0.16 0.07
H 2.680 0.524 -1.469 0.07 0.35 -0.16
H 0.546 -4.231 -1.776 0.14 -0.11 0.66
H 2.234 -4.498 -1.075 -0.43 0.02 0.25
H 1.739 -5.171 -2.631 0.31 0.31 -0.29
C 3.251 -3.704 2.067 -1.08 -0.66 -0.89
O 3.963 -2.519 1.753 1.79 0.01 0.19
C 3.276 -1.418 1.510 -1.98 -0.35 0.60
O 2.097 -1.416 1.260 0.26 0.26 -0.37
O 4.018 -0.347 1.690 1.58 -0.01 0.13
C 3.404 0.929 1.675 -0.97 0.55 0.10
H 2.479 -3.891 1.318 -0.36 0.32 0.29
H 2.790 -3.642 3.050 0.02 0.06 -0.02
H 3.891 -4.581 1.975 0.59 0.43 0.32
H 3.129 1.221 0.664 -0.23 -0.08 0.07
H 4.065 1.693 2.083 0.56 -0.47 -0.11
H 2.532 0.946 2.329 -0.25 -0.22 -0.36

***

6.
22
Properties=species:S:1:pos:R:3:forces:R:3 method="wB97M-V/def2-TZVPD" e_above_lowest_kj_mol=356.83 orbital_gap_ha="0.282 / 0.280"
C -3.284 -1.050 -0.314 -1.53 1.78 -0.93
C -3.714 0.254 -0.491 0.09 -2.93 0.43
C -1.283 0.314 0.214 3.33 -0.12 0.37
C 1.961 0.279 -0.956 1.07 -0.14 -0.41
C 1.926 -1.086 -0.221 0.55 -2.07 -2.49
C 1.842 1.330 0.137 -1.95 2.57 1.31
C 1.472 -0.908 1.189 -1.01 0.89 -0.57
C 1.132 0.581 1.220 -2.34 -2.37 -1.41
P -1.653 -1.342 0.134 1.45 1.36 0.86
P -2.590 1.476 -0.007 0.21 0.44 0.23
H -3.880 -1.893 -0.552 -0.93 -0.55 -0.19
H -4.701 0.427 -0.795 -1.33 0.45 -0.48
H 2.826 0.350 -1.687 -0.91 0.16 1.10
H 1.064 0.338 -1.514 -0.92 0.23 -0.79
H 1.201 -1.842 -0.782 1.66 1.59 1.01
H 2.947 -1.501 -0.256 -0.45 -0.16 -0.06
H 2.752 1.680 0.642 0.43 -0.14 -0.46
H 1.205 2.371 -0.031 1.74 -2.75 -0.15
H 0.643 -1.601 1.313 -0.56 0.50 0.48
H 2.153 -1.255 1.942 0.82 0.35 0.50
H 0.655 0.905 2.094 -0.24 1.24 1.07
H -2.674 2.174 -1.278 0.82 -0.33 0.59